A:
22
Properties=species:S:1:pos:R:3 method="wB97M-V/def2-TZVPD" e_lumo_ev=-6.06 total_charge=+1 gap_ev=6.316
C 2.234 -0.279 0.327
C 2.235 -1.557 0.912
C -0.189 -1.421 0.731
C 0.009 -0.280 0.117
C 1.072 0.429 -0.146
C 0.948 -2.137 1.128
C -2.453 0.801 -0.982
C -3.498 1.150 -1.935
C 1.204 1.789 -0.609
N 0.836 -3.331 1.824
O -3.523 0.137 -0.838
O -4.346 2.196 -1.779
H 3.194 0.360 0.280
H 3.057 -2.051 1.360
H -1.057 -2.057 0.830
H -3.442 0.746 -2.911
H 1.937 2.013 -1.348
H 0.347 2.317 -0.779
H 1.603 2.355 0.276
H 1.691 -3.690 2.160
H 0.173 -4.033 1.491
H -5.321 1.959 -2.115

---

B:
22
Properties=species:S:1:pos:R:3 method="wB97M-V/def2-TZVPD" e_lumo_ev=-5.33 total_charge=+1 gap_ev=8.459
C -2.513 1.308 0.048
C -1.643 2.372 -0.186
C -2.028 0.015 0.214
C -0.287 2.155 -0.232
C -0.673 -0.234 0.178
C 0.225 0.851 -0.006
C 2.848 0.153 0.544
C -0.124 -1.644 0.205
C 1.600 0.680 0.049
N 1.009 -1.701 -0.708
O 2.649 1.358 -0.241
O -1.157 -2.522 -0.121
H -3.578 1.483 0.077
H -2.034 3.368 -0.333
H -2.706 -0.816 0.337
H 0.402 2.970 -0.386
H 3.132 0.323 1.576
H 3.338 -0.655 0.019
H 0.264 -1.846 1.220
H 1.496 -2.586 -0.648
H 0.687 -1.597 -1.664
H -0.908 -3.436 0.062

---

Of them, the most stable is B and the least stable is A.

---

A:
15
Properties=species:S:1:pos:R:3 method="wB97M-V/def2-TZVPD" e_lumo_ev="0.83 / 0.83" total_charge=0 gap_ev="8.983 / 8.980"
C -0.092 -1.953 -0.094
C 1.318 1.530 -0.336
C -1.226 0.138 -0.049
N -1.086 -1.107 0.466
N 0.395 1.332 0.848
F -1.107 0.283 -1.370
F -2.382 0.731 0.380
H -0.410 -3.072 -0.133
H 0.362 -1.696 -1.095
H 0.846 -2.001 0.696
H 2.167 2.021 0.199
H 1.615 0.727 -0.961
H 0.948 2.231 -1.003
H -1.303 -1.396 1.413
H -0.045 2.233 1.039

---

B:
15
Properties=species:S:1:pos:R:3 method="wB97M-V/def2-TZVPD" e_lumo_ev=0.70 total_charge=0 gap_ev=10.049
N 1.976 -1.143 -0.061
C 1.352 0.021 -0.573
C 0.007 0.597 -0.059
F -0.130 1.926 -0.175
F -0.061 0.267 1.359
C -1.321 -0.105 -0.632
N -1.850 -1.379 0.028
H 1.857 -1.179 1.037
H 1.572 -2.145 -0.407
H 1.927 0.881 -0.110
H 1.374 0.063 -1.577
H -1.254 -0.259 -1.708
H -2.129 0.799 -0.529
H -1.467 -1.243 1.090
H -1.275 -2.075 -0.633

---

C:
15
Properties=species:S:1:pos:R:3 method="wB97M-V/def2-TZVPD" e_lumo_ev=0.77 total_charge=0 gap_ev=9.036
C 0.399 0.142 2.220
C 2.103 -0.344 0.362
C 1.422 0.699 1.184
N -0.993 0.348 -1.733
N 1.604 -0.720 -0.755
F 2.217 1.657 1.732
F 0.475 1.550 0.424
H 0.668 -0.871 2.542
H -0.555 0.099 1.764
H 0.356 0.743 3.041
H -1.188 -0.493 -2.226
H -1.372 0.466 -0.832
H -0.663 1.110 -2.276
H 0.849 -0.129 -1.120
H 2.022 -1.513 -1.198

---

D:
15
Properties=species:S:1:pos:R:3 method="wB97M-V/def2-TZVPD" e_lumo_ev=0.59 total_charge=0 gap_ev=8.823
C -0.315 -1.035 -1.360
C 0.140 0.422 0.539
C -0.880 0.016 -0.484
N 0.246 -0.526 1.565
N 1.344 0.721 -0.127
F -1.987 -0.357 0.190
F -1.161 1.130 -1.247
H -0.625 -0.869 -2.320
H -0.560 -2.074 -1.076
H 0.679 -0.860 -1.361
H -0.370 2.138 1.278
H -0.612 -0.917 1.966
H 0.856 -0.279 2.331
H 2.121 0.821 0.496
H 1.125 1.669 -0.390

---

Of them, the most stable is B and the least stable is A.

---

A:
25
Properties=species:S:1:pos:R:3 method="wB97M-V/def2-TZVPD" e_lumo_ev=0.56 total_charge=0 gap_ev=9.144
C -2.405 -0.654 0.741
C -0.942 -0.920 0.873
C -0.206 -1.076 -0.281
C 1.139 -1.248 -0.301
C 1.830 -1.006 0.896
O 3.142 -0.918 1.080
C 1.076 -0.849 2.008
C -0.289 -0.786 2.071
H -3.048 -0.875 1.667
H -2.778 -1.193 -0.178
H -2.620 0.311 0.542
H -0.781 -1.172 -1.254
H 1.760 -1.764 -1.083
H 3.394 -0.769 2.089
H 1.665 -0.820 2.978
H -0.524 -0.706 2.987
C -0.943 1.985 -1.005
C -0.011 1.490 -2.188
N 1.300 1.179 -1.929
O -0.402 1.287 -3.317
H -0.882 1.790 0.003
H -2.005 1.553 -1.307
H -1.119 3.084 -1.213
H 1.852 1.190 -2.794
H 1.796 0.887 -1.085

---

B:
25
Properties=species:S:1:pos:R:3 method="wB97M-V/def2-TZVPD" e_lumo_ev=0.68 total_charge=0 gap_ev=9.061
C -2.720 0.452 1.608
C -1.839 0.827 0.485
C -2.096 1.390 -0.803
C -1.097 1.960 -1.540
C 0.217 1.730 -1.096
O 1.291 2.325 -1.770
C 0.621 0.962 0.042
C -0.456 0.480 0.733
H -2.819 1.223 2.393
H -2.102 -0.280 2.406
H -3.584 -0.171 1.345
H -3.193 1.426 -1.052
H -1.460 2.520 -2.344
H 2.050 2.390 -1.204
H 1.751 0.800 0.273
H -0.388 -0.189 1.585
C 1.825 -2.723 0.742
C 2.253 -1.716 -0.375
N 1.350 -1.319 -1.328
O 3.394 -1.212 -0.236
H 1.427 -3.661 0.430
H 0.947 -2.249 1.421
H 2.737 -2.923 1.564
H 1.516 -0.535 -1.855
H 0.378 -1.504 -1.423

---

C:
25
Properties=species:S:1:pos:R:3 method="wB97M-V/def2-TZVPD" e_lumo_ev=0.77 total_charge=0 gap_ev=8.983
C -1.226 2.682 -0.166
C -0.391 1.788 0.720
C 0.859 2.285 1.135
C 1.688 1.538 1.950
C 1.213 0.321 2.436
O 1.965 -0.421 3.319
C -0.051 -0.131 2.138
C -0.756 0.516 1.124
H -2.193 2.209 -0.395
H -0.725 2.899 -1.076
H -1.625 3.492 0.435
H 1.044 3.259 0.715
H 2.665 1.932 2.206
H 2.731 0.099 3.580
H -0.426 -0.941 2.756
H -1.645 0.046 0.742
C -1.424 -2.294 -2.589
C -0.150 -2.586 -1.862
N 1.001 -2.423 -2.550
O -0.145 -2.958 -0.708
H -2.179 -3.036 -2.322
H -1.352 -2.371 -3.672
H -1.884 -1.348 -2.344
H 1.895 -2.553 -2.113
H 1.111 -2.002 -3.460

---

Of them, the most stable is C and the least stable is B.